C53H58AsBrN5O4PS3Si2W | ωB97M-V/def2-TZVPD

Gap between HOMO and LUMO (spin up / spin down) ... 5.62 / 6.06 eV
HOMO energy (spin up / spin down) ... -3.38 / -3.98 eV
Expectation value of S² ... 1.237
Molar mass ... 1351.1 g/mol
Multiplicity ... 2
Energy relative to the best compared isomer or geometry (same formula, charge and spin) ... 17.1 kcal/mol
LUMO level (spin up / spin down) ... 2.2 / 2.1 eV
Net charge ... -1

Geometry as XYZ:
```
129
Properties=species:S:1:pos:R:3:forces:R:3
W -0.4302 0.1918 -0.5998 -0.0812 -0.4588 -2.3722
N -1.3447 -4.0579 -1.3935 -0.0441 -0.0491 0.0296
C -0.3216 -4.9260 -1.0075 0.0055 0.0183 -0.0167
C -0.1671 -6.1824 -1.5773 0.0155 -0.0121 0.0146
C 0.8494 -7.0202 -1.1378 -0.0038 0.0010 -0.0060
C 1.7311 -6.5937 -0.1557 -0.0080 0.0139 -0.0043
C 1.5890 -5.3232 0.3903 0.0165 0.0013 0.0190
C 0.5525 -4.4946 -0.0117 -0.0285 -0.0452 0.0015
S 0.2337 -2.9417 0.7469 0.0355 -0.0188 -0.0771
N -0.3045 -2.0447 -0.6255 -0.2349 0.0598 0.2822
C -1.1383 -2.6802 -1.4486 0.0343 0.0596 -0.0772
C -1.7929 -1.9126 -2.4270 0.1316 -0.0089 0.0265
C -2.6508 -2.3802 -3.4540 -0.0177 0.0124 -0.0418
C -3.1926 -1.4945 -4.3379 -0.0105 -0.0570 -0.0041
C -2.8858 -0.1172 -4.2281 0.0508 0.0507 0.0092
C -2.0596 0.2855 -3.2117 -0.0239 -0.0322 -0.0952
N -1.5195 -0.5695 -2.3267 -0.1194 0.1163 0.3657
H -1.9538 -4.4146 -2.1101 0.0130 -0.0015 0.0131
H -0.8446 -6.5054 -2.3600 -0.0049 0.0038 -0.0051
H 0.9581 -8.0036 -1.5772 0.0005 -0.0017 -0.0019
H 2.5326 -7.2392 0.1785 0.0009 -0.0032 0.0020
H 2.2789 -4.9742 1.1491 -0.0009 0.0138 0.0084
H -2.8937 -3.4317 -3.5404 0.0155 -0.0057 0.0002
H -3.8562 -1.8458 -5.1176 0.0030 0.0023 -0.0036
H -3.2878 0.6102 -4.9178 -0.0023 -0.0012 0.0002
H -1.7936 1.3281 -3.0753 -0.0248 -0.0078 0.0236
C 0.4658 5.2029 4.3545 -0.0169 0.0381 0.0012
C 0.1093 4.0962 5.3307 0.0398 0.0738 0.0281
O -0.4051 2.9356 4.6881 -0.0631 -0.1194 -0.1304
P 0.6615 2.0605 3.7501 0.1187 0.2325 0.2560
S 0.3595 0.0113 1.4803 0.8527 -0.5029 0.8769
S -0.7762 0.6791 3.1173 -0.4324 0.0990 0.4478
O 1.5508 1.2982 4.9068 -0.1267 -0.0160 -0.1284
C 1.1002 0.2134 5.7282 -0.0238 0.0670 0.0324
C 0.0975 0.6490 6.7783 -0.0263 0.0162 0.0038
H 0.7491 6.1035 4.9034 0.0080 0.0093 0.0068
H -0.3908 5.4367 3.7209 0.0076 -0.0055 0.0311
H 1.2959 4.9204 3.7061 -0.0133 -0.0324 -0.0044
H -0.6805 4.4339 6.0037 -0.0033 -0.0235 0.0204
H 0.9732 3.8258 5.9469 0.0358 0.0069 0.0070
H 2.0008 -0.1880 6.1919 -0.0002 0.0012 0.0046
H 0.6744 -0.5622 5.0896 0.0066 -0.0080 -0.0363
H 0.5179 1.4300 7.4152 -0.0042 0.0104 -0.0107
H -0.1706 -0.2018 7.4087 0.0279 -0.0175 -0.0034
H -0.8095 1.0342 6.3146 -0.0004 -0.0107 0.0104
C 1.2338 -0.7046 -4.7581 -0.0073 -0.0576 0.0154
Si 1.9013 -0.8746 -3.0055 0.0832 0.0037 0.1459
C 3.7952 -0.6909 -2.9759 -0.0786 0.0427 -0.0633
C 1.7158 -2.6994 -2.6422 0.0521 0.0205 -0.0521
N 1.1387 0.3621 -1.9819 0.1539 0.1721 -0.0904
C 1.3730 1.6508 -2.4625 -0.0553 0.1064 0.0685
C 2.3018 2.0406 -3.4404 -0.0328 -0.0206 0.0300
C 2.3980 3.3539 -3.8748 0.0236 -0.0044 -0.0138
C 1.5577 4.3197 -3.3496 -0.0190 -0.0339 -0.0002
C 0.6403 3.9619 -2.3730 0.0564 0.0382 -0.0422
C 0.5466 2.6502 -1.8994 0.1391 -0.0416 0.1927
N -0.3053 2.1887 -0.8914 -0.2621 0.5666 -0.1170
Si -1.2753 3.4758 -0.1002 0.2252 -0.0905 -0.0131
C -2.4632 4.1465 -1.4037 -0.0405 0.0086 0.0801
C -2.3209 3.2080 1.4280 -0.0184 0.0879 -0.0438
C -0.0632 4.7605 0.5866 -0.0752 -0.0278 0.0301
H 1.7955 -1.3668 -5.4242 -0.0090 0.0057 -0.0200
H 1.2762 0.3074 -5.1583 -0.0121 -0.0032 0.0017
H 0.1895 -1.0310 -4.7716 -0.0126 0.0054 -0.0022
H 4.2476 -1.6164 -2.6159 -0.0090 0.0128 -0.0149
H 4.1496 0.1152 -2.3314 -0.0018 0.0329 -0.0091
H 4.1902 -0.5036 -3.9791 -0.0002 0.0084 -0.0057
H 1.9914 -2.9750 -1.6256 0.0031 0.0186 -0.0040
H 0.7406 -3.1148 -2.8830 0.0002 0.0034 -0.0233
H 2.4447 -3.1566 -3.3231 -0.0061 -0.0324 0.0179
H 2.9648 1.3245 -3.8934 0.0529 -0.0818 0.0007
H 3.1283 3.6083 -4.6333 -0.0008 0.0020 -0.0024
H 1.6026 5.3443 -3.6976 0.0014 0.0053 0.0099
H -0.0143 4.7276 -1.9945 0.0489 0.0127 0.0350
H -3.2129 3.3750 -1.5935 -0.0427 -0.0186 -0.0036
H -2.0014 4.3947 -2.3584 -0.0297 -0.0195 0.0196
H -2.9810 5.0334 -1.0274 -0.0146 -0.0011 -0.0129
H -3.0602 2.4169 1.3928 -0.0251 -0.0358 -0.0371
H -2.8392 4.1713 1.5287 -0.0270 -0.0161 0.0190
H -1.7222 3.0753 2.3250 0.0251 0.0178 0.0129
H 0.3406 5.5046 -0.0954 0.0162 -0.0059 -0.0527
H 0.7781 4.2058 1.0168 0.0206 0.0066 0.0051
H -0.5563 5.2856 1.4097 0.0187 0.0087 -0.0445
C 7.7437 -2.4853 -0.7205 -0.0098 0.0007 -0.0044
C 7.5912 -1.1691 -0.3077 -0.0002 0.0159 0.0065
C 6.3398 -0.6878 0.0556 0.0207 -0.0085 -0.0247
C 5.2258 -1.5177 0.0016 0.1423 -0.0208 0.0646
C 5.3843 -2.8336 -0.4265 0.0393 -0.0093 -0.0035
C 6.6357 -3.3194 -0.7791 -0.0067 0.0045 0.0013
As 3.4125 -0.9761 0.5094 -0.2736 -0.1051 -0.0502
C 3.6772 -1.3319 2.4040 0.0718 0.0735 0.0549
C 3.6547 -2.5646 3.0317 0.0091 -0.0071 0.0661
C 3.9326 -2.6502 4.3908 -0.0125 -0.0272 -0.0423
C 4.2266 -1.4995 5.1111 -0.0025 0.0443 0.0084
C 4.2252 -0.2589 4.4893 0.0366 -0.0180 0.0182
C 3.9463 -0.1665 3.1311 0.0011 -0.0722 -0.0011
C 3.9049 1.0758 2.3358 0.0381 0.0279 -0.0063
C 4.0016 2.3693 2.8374 0.0331 -0.0259 -0.0357
C 3.8929 3.4497 1.9742 0.0234 0.0118 0.0102
C 3.6872 3.2528 0.6138 -0.0135 0.0183 0.0113
C 3.5849 1.9640 0.1054 -0.0168 0.0067 0.0777
C 3.7003 0.8831 0.9655 0.0351 0.0570 -0.0549
H 8.7211 -2.8577 -1.0007 0.0031 -0.0021 -0.0052
H 8.4511 -0.5116 -0.2646 0.0047 -0.0020 -0.0026
H 6.2315 0.3408 0.3792 -0.0063 -0.0023 0.0129
H 4.5193 -3.4869 -0.4994 -0.0159 0.0114 0.0127
H 6.7422 -4.3458 -1.1087 0.0055 -0.0032 -0.0006
H 3.4256 -3.4614 2.4686 0.0080 -0.0068 -0.0142
H 3.9180 -3.6125 4.8875 0.0043 -0.0025 0.0023
H 4.4448 -1.5680 6.1702 0.0043 -0.0032 0.0015
H 4.4323 0.6343 5.0663 -0.0109 -0.0042 -0.0060
H 4.1211 2.5364 3.9008 0.0046 -0.0056 0.0074
H 3.9464 4.4571 2.3695 0.0025 0.0096 -0.0019
H 3.5752 4.1010 -0.0505 -0.0024 0.0005 -0.0105
H 3.3810 1.8182 -0.9472 0.0126 -0.0003 -0.0093
Br -9.2524 0.0218 -0.6814 0.0303 -0.0028 0.0043
C -7.3664 -0.0159 -0.4271 -0.0487 0.0188 -0.0090
C -6.7601 -1.2042 -0.0571 0.0149 -0.0358 0.0184
C -5.3862 -1.2248 0.1257 -0.0063 0.0246 -0.0108
C -4.6326 -0.0732 -0.0678 -0.0150 0.0914 0.0470
C -5.2634 1.1077 -0.4374 -0.0056 -0.0098 -0.0066
C -6.6384 1.1456 -0.6169 0.0093 0.0058 0.0047
C -3.1428 -0.1464 0.0994 -0.1311 -0.0075 -0.0219
O -2.6147 -1.1743 0.5151 -0.1742 -0.1238 0.1832
O -2.4581 0.8727 -0.2726 -0.0819 -0.1007 0.2002
H -7.3536 -2.0965 0.0860 0.0028 0.0010 -0.0007
H -4.8727 -2.1313 0.4176 0.0014 -0.0034 -0.0013
H -4.6689 1.9984 -0.5825 0.0265 0.0214 -0.0099
H -7.1365 2.0616 -0.9028 0.0037 0.0005 0.0006
```
Forces are in eV/Å.

Atom charges from the Löwdin analysis, given in e for atoms 1 to 99:
1 W 1.311
2 N 0.130
3 C -0.276
4 C -0.031
5 C -0.103
6 C -0.104
7 C -0.103
8 C -0.473
9 S 0.911
10 N -0.417
11 C -0.413
12 C -0.229
13 C -0.026
14 C -0.090
15 C -0.075
16 C -0.128
17 N -0.052
18 H 0.115
19 H 0.107
20 H 0.095
21 H 0.095
22 H 0.086
23 H 0.098
24 H 0.097
25 H 0.094
26 H 0.112
27 C -0.095
28 C -0.330
29 O -0.443
30 P 0.633
31 S 0.043
32 S 0.269
33 O -0.411
34 C -0.319
35 C -0.084
36 H 0.073
37 H 0.066
38 H 0.049
39 H 0.113
40 H 0.103
41 H 0.097
42 H 0.084
43 H 0.075
44 H 0.075
45 H 0.061
46 C -0.156
47 Si 0.431
48 C -0.181
49 C -0.172
50 N -0.198
51 C -0.352
52 C -0.094
53 C -0.114
54 C -0.115
55 C -0.083
56 C -0.320
57 N -0.225
58 Si 0.468
59 C -0.158
60 C -0.184
61 C -0.157
62 H 0.032
63 H 0.024
64 H 0.019
65 H 0.011
66 H 0.016
67 H 0.036
68 H 0.000
69 H 0.023
70 H 0.045
71 H 0.062
72 H 0.092
73 H 0.091
74 H 0.056
75 H 0.012
76 H 0.018
77 H 0.032
78 H 0.016
79 H 0.040
80 H -0.031
81 H 0.021
82 H 0.024
83 H 0.012
84 C -0.105
85 C -0.092
86 C -0.090
87 C -0.387
88 C -0.138
89 C -0.096
90 As 1.328
91 C -0.316
92 C -0.091
93 C -0.090
94 C -0.103
95 C -0.046
96 C -0.196
97 C -0.219
98 C -0.060
99 C -0.095